Formula: C10H23BF2N2O14P2S
Source: the Open Molecules 2025 dataset
Level of theory: ωB97M-V/def2-TZVPD

Structure (XYZ):
```
55
C10H23BF2N2O14P2S | the Open Molecules 2025 dataset | ωB97M-V/def2-TZVPD
C 1.03816 0.76521 -1.96804
S 1.08863 -0.02163 -0.31275
O 2.40686 -0.65549 -0.03344
O 0.11730 -1.14753 -0.38974
B 0.47650 1.10606 1.09602
N 0.23239 0.18013 2.28980
C -1.00692 1.71361 0.67508
O -1.19657 2.53243 -0.25406
O -2.08126 1.30164 1.33114
N 1.50924 2.19093 1.58874
C 0.89931 3.25015 2.32747
O 0.98262 3.23444 3.50496
F 0.26161 4.30620 1.76448
C 2.37550 2.67688 0.58244
O 2.17440 3.61954 -0.09934
F 3.59163 2.06301 0.38317
H 0.56479 1.77044 -1.96829
H 2.11206 0.92873 -2.25322
H 0.63303 0.06662 -2.73093
H 0.79085 0.55773 3.06336
H 0.64183 -0.74521 2.13333
C 3.64667 -2.97728 -6.91479
O 3.12818 -2.28854 -5.77321
P 2.20637 -0.85883 -6.02159
O 2.65306 -0.19573 -4.75728
O 0.80680 -1.68830 -5.75491
C 0.45815 -2.77716 -6.59509
O 1.30471 0.49178 -6.57167
C 0.93401 0.47732 -7.94851
H 4.70248 -3.19589 -6.74330
H 3.11360 -3.92260 -7.04427
H 3.55347 -2.38170 -7.82658
H 0.72032 -3.71633 -6.10009
H 0.96352 -2.72388 -7.56366
H -0.61943 -2.76166 -6.76278
H 0.19509 -0.30879 -8.13682
H 1.81167 0.31644 -8.58163
H 0.49189 1.44129 -8.19863
C -4.15788 -1.96843 6.68332
O -2.72970 -1.96497 6.78949
P -1.84306 -0.82368 5.86082
O -0.65003 -1.70327 5.66620
O -1.60942 0.12862 7.19543
C -2.72856 0.64974 7.89082
O -1.31284 0.41732 4.83754
C -2.31188 1.36606 4.42934
H -4.49628 -2.99503 6.52826
H -4.59461 -1.59615 7.61420
H -4.50543 -1.35388 5.85013
H -2.92849 0.03415 8.77434
H -3.62175 0.68109 7.26143
H -2.49887 1.66459 8.21882
H -2.63446 1.96614 5.29084
H -3.16973 0.84820 3.99920
H -1.88949 2.02546 3.67445
```

LUMO level ... 0.0478 Ha
Net charge ... -2
Total energy ... -77909.230 eV

***

Formula: C46H58O4SW
Source: the Open Molecules 2025 dataset
Level of theory: ωB97M-V/def2-TZVPD

Structure (XYZ):
```
110
C46H58O4SW | the Open Molecules 2025 dataset | ωB97M-V/def2-TZVPD
W -0.26219 0.28767 1.43744
C -2.54735 -0.70352 3.55687
O -2.04783 -0.50441 2.18983
C -3.00321 -0.96449 1.21698
C -3.02507 -2.31915 0.93801
C -2.01591 -3.36292 1.41194
C -0.66498 -3.00851 1.99983
C -0.16132 -3.66598 3.10500
C 1.16365 -3.49317 3.54527
C 2.00738 -2.67612 2.79556
C 1.54607 -1.97431 1.69612
C 2.48577 -1.14178 0.81662
C 2.45856 0.36419 1.04107
C 3.24765 0.94431 2.03783
C 3.24090 2.30444 2.26692
C 2.40815 3.12436 1.45936
C 1.63250 2.62357 0.45357
C 0.77724 3.50513 -0.43754
C -0.64856 3.08015 -0.78144
C -1.20632 3.44880 -1.99025
C -2.53461 3.15012 -2.32830
C -3.31205 2.48750 -1.38860
C -2.80651 2.10140 -0.14585
C -3.71398 1.45810 0.89026
C -3.87493 -0.03514 0.68297
C -4.89158 -0.53023 -0.12792
C -5.02209 -1.88806 -0.40414
C -4.05917 -2.75179 0.12062
C -6.15777 -2.45260 -1.25625
C -5.55696 -3.12940 -2.49678
C -6.93444 -3.48896 -0.43219
C -7.12727 -1.36281 -1.71027
C -1.47984 2.38863 0.08869
O -0.90973 1.98902 1.32949
C -3.06848 3.56881 -3.69661
C -2.92997 5.08998 -3.85365
C -2.24029 2.86171 -4.77985
C -4.53712 3.18987 -3.87743
C 1.65373 1.21276 0.25383
O 0.89101 0.68207 -0.75445
C 1.27804 0.82794 -2.14425
C 4.07137 2.95734 3.36412
C 4.93336 1.94436 4.11476
C 3.11608 3.62856 4.36370
C 4.98539 4.01924 2.73170
C 0.19924 -2.11404 1.36125
O -0.30634 -1.26812 0.36836
C 1.71036 -4.18896 4.78974
C 2.92957 -5.04042 4.40585
C 0.67033 -5.09145 5.45056
C 2.13554 -3.10521 5.79387
H -2.74045 -1.76615 3.67104
H -3.45825 -0.11896 3.65114
H -1.78066 -0.36081 4.24044
H -1.78836 -3.96252 0.52471
H -2.52058 -4.04798 2.09595
H -0.80809 -4.35961 3.62631
H 3.04825 -2.57482 3.07783
H 2.25829 -1.35908 -0.22625
H 3.50262 -1.47782 1.01401
H 3.86907 0.29186 2.63622
H 2.39778 4.19261 1.63745
H 1.30739 3.63630 -1.38505
H 0.74100 4.49711 0.01681
H -0.58748 3.99229 -2.69615
H -4.35079 2.27112 -1.60175
H -4.69191 1.93025 0.80892
H -3.35126 1.67601 1.89483
H -5.59454 0.17675 -0.54818
H -4.10174 -3.80749 -0.12359
H -4.90460 -3.96297 -2.23130
H -4.97791 -2.42113 -3.09343
H -6.35587 -3.52592 -3.12515
H -6.30532 -4.33125 -0.14004
H -7.75991 -3.88417 -1.02559
H -7.35188 -3.04311 0.47258
H -6.64588 -0.63186 -2.36494
H -7.57640 -0.83347 -0.86718
H -7.93871 -1.81958 -2.27701
H -1.88701 5.41063 -3.83894
H -3.46106 5.62027 -3.06109
H -3.35389 5.39984 -4.80981
H -1.18708 3.14653 -4.73484
H -2.61100 3.13455 -5.76903
H -2.30770 1.77566 -4.68159
H -5.17981 3.67579 -3.13997
H -4.69119 2.10940 -3.81829
H -4.87186 3.51313 -4.86325
H 2.30856 1.17759 -2.19053
H 0.60173 1.53201 -2.62352
H 1.18881 -0.15319 -2.60140
H 4.33006 1.20413 4.64686
H 5.53242 2.46796 4.85944
H 5.62636 1.42066 3.45232
H 2.41468 2.90906 4.79285
H 2.54049 4.43418 3.90486
H 3.69761 4.06041 5.17912
H 5.67278 3.57268 2.01082
H 5.57947 4.49750 3.51139
H 4.42051 4.80306 2.22598
H 2.66725 -5.80214 3.66965
H 3.30966 -5.54686 5.29394
H 3.74425 -4.43987 3.99929
H 0.34296 -5.89623 4.78921
H -0.20843 -4.53410 5.78351
H 1.11192 -5.55492 6.33267
H 2.94638 -2.48879 5.40055
H 2.48884 -3.57182 6.71428
H 1.29896 -2.44970 6.04685
S 0.44951 0.47457 3.45818
```

LUMO level ... -0.2774 Ha
Net charge ... +2
Energy above the lowest of the compared OMol25 structures with the same formula, charge and spin ... 12.5 kcal/mol
Total energy ... -69481.775 eV

***

Formula: C39H91N13O16
Source: the Open Molecules 2025 dataset
Level of theory: ωB97M-V/def2-TZVPD

Structure (XYZ):
```
159
C39H91N13O16 | the Open Molecules 2025 dataset | ωB97M-V/def2-TZVPD
C 1.80699 5.73464 2.84080
O 0.48635 6.20562 3.21359
C -0.46732 6.26023 2.25553
O -0.41811 5.95899 1.05564
O -1.43899 6.94815 2.86478
C -2.64109 7.14071 2.23306
H 2.50167 5.67991 3.67897
H 2.21049 6.53001 2.21416
H 1.83547 4.80632 2.27025
H -3.36825 6.35580 2.44100
H -2.55628 7.28799 1.15639
H -3.09894 8.06326 2.58997
C 2.08041 -0.25729 -2.23404
C 1.35916 -0.42501 -0.91980
O 1.52478 -1.43330 -0.28450
N 0.53156 0.56223 -0.65603
C -0.14637 0.53120 0.64516
H 2.80932 0.52983 -2.04111
H 1.42356 0.06353 -3.04256
H 2.68270 -1.14179 -2.44143
H 0.46390 1.45875 -1.11622
H -0.51882 1.52073 0.91016
H 0.51206 0.35390 1.49554
H -1.01350 -0.12631 0.70731
C 8.34588 0.12292 -0.73101
C 8.90311 0.53758 -2.06860
O 8.43392 1.59019 -2.57002
N 9.84954 -0.16833 -2.70707
C 10.45083 0.19220 -4.00292
H 7.26688 -0.02961 -0.75503
H 8.57795 0.86521 0.03269
H 8.68267 -0.78953 -0.23895
H 10.23916 -0.96806 -2.22882
H 11.07145 -0.56187 -4.48698
H 10.93871 1.16443 -4.07254
H 9.72364 0.19828 -4.81488
C 2.55667 5.45939 -3.88676
C 1.41757 5.25786 -4.90328
O 0.45494 4.54695 -4.60949
N 1.58083 5.86681 -6.09033
C 0.38065 5.90872 -7.08877
H 3.36222 4.78367 -4.17411
H 2.19279 5.16931 -2.90108
H 2.90383 6.49024 -3.95695
H 2.47668 6.20671 -6.40974
H 0.73121 5.38856 -7.98019
H 0.28240 6.96932 -7.32025
H -0.57196 5.48454 -6.77145
C -10.79509 1.44149 -2.11595
C -10.00253 1.14295 -0.84188
O -10.53976 0.86660 0.24673
N -8.70082 1.25439 -0.92081
C -7.73334 0.76396 0.03666
H -11.07898 0.56010 -2.69101
H -10.26252 2.01802 -2.87231
H -11.72923 1.97242 -1.93264
H -8.36671 1.67614 -1.77556
H -6.72275 0.63817 -0.35190
H -8.06405 -0.22899 0.34122
H -7.67466 1.42486 0.90146
C -2.07818 6.41547 8.08824
C -3.49019 6.84249 7.41179
O -3.92896 7.99392 7.62920
N -4.29369 5.83506 6.91617
C -3.88287 4.48035 6.50953
H -1.42261 5.70451 7.58538
H -2.32348 6.06401 9.09045
H -1.53707 7.35572 8.19406
H -5.23023 6.12223 6.67018
H -4.65578 3.76506 6.22831
H -3.24292 3.93956 7.20676
H -3.38748 4.46817 5.53870
C 11.53740 -5.36612 -5.48966
C 10.08932 -5.20064 -5.89855
O 9.69477 -5.52888 -7.01751
N 9.36611 -4.66172 -4.87414
C 7.87001 -4.54293 -5.01454
H 12.07290 -4.44576 -5.72264
H 11.99145 -6.17366 -6.06396
H 11.58525 -5.66004 -4.44113
H 9.75401 -4.60692 -3.94322
H 7.59088 -3.66471 -5.59670
H 7.45800 -4.33838 -4.02636
H 7.50751 -5.53151 -5.29636
C -0.93724 -2.41391 -6.44887
C -2.00826 -1.34611 -6.41546
O -2.72045 -1.36681 -5.48298
N -2.19037 -0.59366 -7.47409
C -3.15051 0.49439 -7.47023
H -0.68708 -2.68767 -7.47384
H -1.21640 -3.31519 -5.90309
H -0.01632 -2.12898 -5.94011
H -1.55473 -0.77481 -8.23779
H -2.68093 1.40378 -7.84520
H -3.67834 0.74839 -6.55101
H -3.91980 0.28182 -8.21259
C -2.90349 -5.34940 -1.11859
C -4.36488 -5.17272 -1.08448
O -5.04337 -5.84999 -0.29250
N -4.87742 -4.41919 -2.03604
C -6.30592 -4.25737 -2.14027
H -2.31905 -4.65419 -1.72125
H -2.54567 -6.33021 -1.43177
H -2.61431 -5.38961 -0.06841
H -4.29071 -3.79537 -2.57150
H -6.81816 -5.09935 -2.60585
H -6.47027 -3.35393 -2.72756
H -6.84529 -4.05060 -1.21592
C -1.84475 -2.85508 9.12048
C -0.85400 -1.68114 8.86366
O 0.16727 -1.62563 9.49571
N -1.17598 -0.70887 7.99468
C -0.38653 0.54483 7.84534
H -1.43261 -3.80268 8.77366
H -2.70465 -2.78338 8.45447
H -2.09512 -2.91609 10.17958
H -2.01514 -0.83927 7.44796
H 0.66191 0.47065 8.13401
H -0.82349 1.22383 8.57754
H -0.50465 0.85340 6.80662
C -5.73272 -2.78153 4.23194
C -4.22989 -2.40128 4.27247
O -3.90819 -1.26386 4.42556
N -3.41478 -3.44895 4.15095
C -1.91245 -3.39345 4.15975
H -5.97453 -3.49788 3.44677
H -6.29832 -1.86488 4.06480
H -5.93300 -3.20144 5.21767
H -3.83832 -4.36364 4.08716
H -1.62677 -2.39312 4.48506
H -1.38130 -3.69230 3.25608
H -1.57384 -3.99201 5.00544
O 3.67507 -1.13963 4.93778
C 3.75601 -2.35385 4.91880
N 3.36418 -3.14646 5.92719
C 4.46531 -3.05198 3.79303
H 3.71607 -4.09293 5.94895
H 2.87269 -2.72069 6.70001
H 5.44142 -3.21720 4.24910
H 4.67559 -2.33835 2.99640
H 3.91652 -3.94732 3.50099
O -5.93209 4.74661 -2.97753
C -4.74710 4.98910 -2.98829
N -3.95762 3.94545 -2.75374
C -4.13790 6.36088 -3.27009
H -4.39714 3.03708 -2.71134
H -2.97650 4.01252 -2.98400
H -4.24184 6.66062 -4.31291
H -3.06384 6.38886 -3.08656
H -4.58007 7.12011 -2.62499
O 5.81057 -6.96109 -0.34933
C 4.69615 -7.58329 -0.33702
N 3.51000 -6.99179 -0.45544
C 4.72193 -9.05680 -0.08573
H 3.46583 -5.99229 -0.59378
H 2.64337 -7.49771 -0.34094
H 5.31539 -9.25979 0.80574
H 5.04392 -9.68898 -0.91324
H 3.74884 -9.47557 0.17088
```

LUMO level ... -0.0018 Ha
Net charge ... 0
Total energy ... -94051.627 eV

***

| no. | E_HOMO (eV) | frontier orbital gap (eV) |
| --- | --- | --- |
| 1 | -0.456 | 1.757 |
| 2 | -14.022 | 6.473 |
| 3 | -9.346 | 9.297 |